# 1
266
Properties=species:S:1:pos:R:3:forces:R:3 method="wB97M-V/def2-TZVPD" gap_ev=9.31 spin_multiplicity=1
C -4.425 1.598 7.475 0.4 0.2 -0.4
O -4.498 0.804 6.289 -0.7 0.4 0.6
C -3.656 1.292 5.295 -1.2 1.0 -1.0
C -2.258 0.986 5.586 2.3 1.5 -0.4
O -1.590 2.000 6.436 -1.8 -0.6 -1.1
C -0.482 1.407 7.025 -0.9 -0.1 2.4
C 0.155 2.374 8.059 2.1 -0.3 -4.4
O -0.615 2.567 9.120 -1.7 1.8 1.7
C -0.494 1.677 10.152 0.1 -2.8 -0.7
H -4.998 1.069 8.207 -0.5 -0.2 0.5
H -4.876 2.616 7.298 0.7 -0.8 0.2
H -3.372 1.632 7.842 -0.8 0.5 -0.3
H -3.818 2.365 5.086 0.1 0.1 0.5
H -3.975 0.841 4.352 0.2 -0.5 0.1
H -1.651 0.960 4.659 -0.3 -0.3 0.3
H -2.285 0.015 6.045 0.5 -0.6 0.4
H 0.165 1.071 6.264 1.4 -0.5 -0.8
H -0.884 0.524 7.585 0.7 0.2 -0.2
H 0.348 3.327 7.485 -0.5 -0.5 0.8
H 1.167 2.013 8.259 0.1 -0.2 0.4
H -0.762 0.616 9.810 0.5 1.1 0.4
H -1.210 1.917 10.870 -1.2 0.6 1.3
H 0.479 1.645 10.633 0.5 0.1 -0.1
C 5.382 -2.741 0.719 0.8 1.8 -2.2
O 6.335 -1.634 0.876 -2.1 -0.8 0.0
C 7.400 -2.115 1.635 1.4 0.5 -0.7
C 7.997 -1.032 2.527 -1.3 -0.1 -1.3
O 7.215 -0.915 3.694 -0.8 0.6 -0.1
C 6.598 0.354 3.773 0.2 1.6 0.1
C 7.619 1.392 4.339 -0.2 -0.8 0.8
O 8.574 1.707 3.382 1.1 0.1 -1.1
C 9.542 2.688 3.660 1.5 0.0 0.0
H 4.866 -2.969 1.623 -0.4 0.2 0.7
H 5.931 -3.625 0.403 0.1 -0.2 -0.1
H 4.723 -2.418 -0.134 0.2 -0.4 1.1
H 8.125 -2.489 0.882 0.2 0.0 0.7
H 7.053 -2.928 2.237 0.1 -0.6 0.7
H 8.017 -0.078 1.986 0.1 -0.3 0.0
H 8.984 -1.283 2.789 1.4 -0.4 0.4
H 5.783 0.323 4.516 0.2 -0.3 -0.3
H 6.144 0.753 2.777 0.9 -0.9 1.4
H 8.126 0.944 5.240 -0.6 0.3 -0.6
H 7.099 2.297 4.629 -0.4 0.4 0.3
H 10.319 2.493 4.447 -0.8 -0.7 -0.3
H 9.148 3.638 3.953 -0.9 0.7 0.2
H 10.147 2.893 2.753 -0.6 -0.4 0.3
C -4.320 -6.585 -0.422 -0.1 0.9 1.8
O -3.357 -5.542 -0.455 -0.4 0.3 -0.2
C -2.198 -5.795 0.299 -0.4 -0.5 1.2
C -1.133 -4.768 0.031 -0.8 -0.2 -1.2
O -0.412 -5.136 -1.188 -0.5 0.7 0.4
C 0.037 -3.957 -1.858 -0.6 1.7 1.6
C 0.709 -4.076 -3.174 -1.8 -1.1 -1.0
O 2.022 -4.477 -3.270 0.9 -0.9 -0.1
C 2.201 -5.876 -2.980 -0.6 1.1 0.3
H -5.239 -6.206 -0.898 0.5 -0.4 -0.1
H -4.577 -6.810 0.661 0.2 0.1 -1.0
H -3.889 -7.470 -0.857 -0.2 -0.6 -0.5
H -1.852 -6.820 0.085 0.2 0.2 0.0
H -2.389 -5.749 1.428 -0.2 -0.1 -1.3
H -0.578 -4.747 0.968 1.0 0.3 -0.5
H -1.637 -3.790 -0.148 0.4 -0.5 0.3
H 0.656 -3.427 -1.142 0.7 0.3 0.1
H -0.755 -3.142 -2.024 0.2 -1.6 0.1
H 0.606 -3.120 -3.629 0.3 1.1 -0.3
H 0.017 -4.676 -3.804 0.4 -0.3 0.0
H 3.249 -6.030 -2.889 0.9 -0.2 0.1
H 1.800 -6.554 -3.724 -0.3 0.1 -0.5
H 1.702 -6.049 -2.043 -0.1 -0.5 0.5
C -0.806 -2.923 5.097 0.0 -0.2 -0.4
O -1.545 -2.125 4.187 0.9 0.3 -0.2
C -1.158 -2.462 2.849 0.0 -0.9 1.2
C -2.162 -1.976 1.915 -2.1 0.0 -1.5
O -3.264 -2.940 1.891 0.6 0.7 0.9
C -4.308 -2.583 1.020 1.2 0.2 -1.4
C -5.510 -3.429 1.323 -0.1 -0.7 -0.2
O -6.610 -3.073 0.465 1.1 -0.2 0.2
C -7.484 -4.123 0.232 -0.3 -0.9 -1.3
H -1.114 -2.584 6.087 0.6 0.0 0.0
H 0.311 -2.931 4.895 -1.1 0.4 0.4
H -1.126 -3.970 4.981 0.0 0.0 0.1
H -1.228 -3.554 2.844 0.6 -0.2 -0.5
H -0.168 -2.102 2.570 0.2 -0.1 0.3
H -1.809 -1.859 0.879 0.2 -0.2 0.4
H -2.505 -0.975 2.214 -0.3 -0.1 0.1
H -3.911 -2.773 -0.006 -0.7 0.1 0.2
H -4.521 -1.512 1.077 -0.2 0.1 0.2
H -5.798 -3.208 2.344 -0.1 -0.3 0.5
H -5.193 -4.517 1.220 -0.6 1.2 0.1
H -8.087 -3.951 -0.655 -0.2 0.7 0.0
H -8.157 -4.375 1.018 -0.6 0.2 1.1
H -7.032 -5.076 -0.044 0.8 -0.1 0.2
C 0.739 -0.608 -6.393 -0.7 -2.3 0.0
O 1.522 0.532 -6.429 0.2 0.2 0.5
C 1.892 0.864 -7.712 0.5 0.0 -1.7
C 0.718 1.152 -8.586 -1.5 0.6 -2.4
O -0.135 2.131 -7.996 0.2 0.0 0.7
C -1.362 2.331 -8.657 -0.3 -0.1 -0.3
C -1.345 3.507 -9.629 -0.9 2.2 1.0
O -0.918 4.720 -8.953 0.0 -0.5 -0.6
C -1.613 5.031 -7.750 2.0 0.8 -0.5
H -0.179 -0.601 -7.045 0.9 0.2 0.6
H 0.379 -0.797 -5.388 0.0 0.4 0.2
H 1.354 -1.521 -6.643 -0.5 0.7 -0.1
H 2.608 0.196 -8.258 -0.8 -0.5 0.6
H 2.474 1.728 -7.679 0.9 1.8 0.5
H 0.131 0.233 -8.752 0.1 0.2 -0.1
H 0.936 1.558 -9.637 0.5 -0.8 1.3
H -2.159 2.424 -7.894 0.5 0.3 -0.3
H -1.633 1.450 -9.211 -0.1 -0.7 -0.4
H -2.347 3.766 -10.061 0.3 -0.8 0.5
H -0.699 3.478 -10.492 0.5 -0.7 0.0
H -1.128 6.040 -7.484 -1.5 -1.3 -0.2
H -1.268 4.322 -6.989 -0.6 0.1 0.2
H -2.699 5.005 -7.928 0.2 0.3 0.5
C 2.517 -4.261 1.249 -0.4 -0.6 -0.2
O 1.632 -5.102 1.991 0.6 1.0 -0.1
C 2.380 -5.795 2.960 -0.8 0.0 0.0
C 1.423 -6.718 3.709 -0.1 -0.1 0.2
O 1.218 -7.983 3.092 0.7 0.2 1.2
C 0.655 -7.857 1.851 0.1 -1.1 -2.6
C 0.135 -9.225 1.366 1.3 -1.5 1.6
O 1.257 -10.133 1.008 -1.5 0.8 0.9
C 1.843 -9.916 -0.226 0.1 0.7 -1.6
H 2.915 -3.404 1.810 -0.2 -0.4 0.2
H 1.914 -3.862 0.459 -0.1 0.3 -0.5
H 3.339 -4.873 0.823 -0.2 0.3 0.2
H 2.963 -5.057 3.558 -0.4 -0.6 0.1
H 3.054 -6.436 2.413 0.8 -0.4 0.0
H 0.437 -6.276 3.873 0.0 0.5 -0.2
H 1.799 -6.945 4.683 0.5 -0.2 0.7
H 1.410 -7.529 1.094 -0.4 0.0 0.4
H -0.123 -7.117 1.845 -0.7 0.4 0.0
H -0.563 -9.251 0.560 -0.4 0.7 -0.9
H -0.416 -9.750 2.205 0.9 0.6 -0.7
H 2.461 -9.004 -0.311 -0.5 0.2 0.3
H 1.173 -9.946 -1.138 0.1 0.1 1.1
H 2.563 -10.687 -0.402 0.4 -0.8 0.1
C -5.146 3.240 -2.036 0.0 -0.9 -0.3
O -5.989 3.203 -2.929 0.3 0.3 0.7
N -4.907 2.179 -1.208 0.3 1.6 -0.2
C -3.723 2.151 -0.361 -1.1 -0.7 1.5
C -5.893 1.142 -1.176 0.5 -0.3 1.6
H -4.503 4.096 -1.802 0.0 0.1 -0.4
H -3.154 3.063 -0.273 -0.1 0.6 -0.6
H -3.040 1.362 -0.642 0.3 -0.4 -0.2
H -4.057 1.948 0.684 0.3 -0.1 -0.5
H -6.904 1.487 -1.073 -0.4 0.6 0.1
H -5.865 0.575 -2.036 0.1 -1.3 -2.1
H -5.676 0.451 -0.365 0.0 0.1 0.2
C 0.045 2.813 -4.403 -1.5 -1.2 0.5
O -0.587 2.338 -3.463 -0.3 0.0 0.2
N 1.262 3.277 -4.305 1.8 1.4 -0.9
C 2.021 3.624 -5.560 -1.5 -1.2 1.1
C 2.079 3.076 -3.098 -0.4 -1.1 -0.3
H -0.422 2.808 -5.389 0.3 0.3 -0.5
H 2.423 4.595 -5.477 0.7 1.1 0.3
H 1.285 3.657 -6.374 0.4 -0.4 0.0
H 2.805 2.868 -5.697 -0.2 0.3 -0.2
H 1.541 2.637 -2.232 -0.1 0.2 -0.9
H 2.761 2.309 -3.475 0.8 0.3 0.8
H 2.531 4.000 -2.743 0.3 0.0 -0.4
C 2.917 0.453 5.969 0.2 -0.7 0.9
O 2.992 1.445 6.669 0.0 0.6 0.1
N 2.757 0.464 4.645 -1.0 0.0 -0.7
C 2.711 -0.762 3.833 -0.4 -0.2 1.9
C 2.499 1.782 4.024 0.8 0.3 1.9
H 2.976 -0.546 6.466 0.0 0.1 -0.6
H 3.601 -0.908 3.315 2.0 0.0 -1.0
H 1.968 -0.730 3.065 -0.9 0.0 0.0
H 2.648 -1.666 4.497 -0.4 0.9 -0.5
H 2.123 1.639 3.048 -0.5 -0.1 -1.0
H 1.822 2.440 4.642 0.5 -1.0 -0.6
H 3.464 2.302 4.004 -0.2 0.2 -0.3
C 5.117 -0.216 -2.229 -2.3 1.9 -0.6
O 4.726 0.977 -2.131 0.5 -2.5 -0.2
N 4.393 -1.248 -2.759 0.8 1.9 0.8
C 5.049 -2.506 -3.002 1.2 0.4 1.4
C 3.020 -1.014 -3.158 -0.3 0.0 1.1
H 6.084 -0.500 -1.885 1.1 -0.4 0.4
H 5.902 -2.570 -2.240 -1.1 -0.2 -1.1
H 5.493 -2.485 -4.000 -0.3 -0.7 0.0
H 4.316 -3.275 -2.775 0.2 -0.5 -0.5
H 2.925 -0.452 -4.087 0.0 0.0 -0.1
H 2.556 -2.002 -3.240 -0.1 0.3 -0.1
H 2.550 -0.442 -2.316 0.1 -0.4 -0.9
C -3.907 4.672 2.391 0.1 1.4 -0.9
O -3.106 5.574 2.130 -0.5 -1.2 0.5
N -5.073 4.491 1.743 -0.4 0.9 -1.2
C -6.086 3.702 2.338 -0.9 -0.5 2.3
C -5.558 5.394 0.655 2.4 0.4 1.8
H -3.809 3.916 3.176 0.5 0.0 0.3
H -6.606 4.301 3.147 0.3 -0.7 -0.7
H -5.707 2.769 2.800 0.1 0.5 -0.1
H -6.854 3.379 1.661 -0.2 0.0 -0.7
H -5.926 4.773 -0.085 -0.9 -1.1 -1.6
H -6.326 6.079 0.986 -0.1 0.2 0.3
H -4.673 5.924 0.268 -0.7 -0.1 0.1
C -4.971 -2.293 -6.702 -1.4 3.0 1.4
O -3.774 -2.427 -5.988 1.0 -0.8 -1.3
P -3.192 -1.711 -4.738 -2.5 -0.3 2.7
O -1.742 -1.660 -4.673 0.8 -0.3 -0.1
O -3.944 -0.337 -4.603 0.1 0.8 0.1
C -3.311 0.908 -4.170 0.3 0.5 0.3
O -3.961 -2.515 -3.489 1.1 1.1 -1.3
C -3.621 -3.902 -3.344 0.6 0.2 -1.0
H -4.952 -1.543 -7.489 0.7 0.1 -0.1
H -5.737 -1.901 -6.015 0.0 -0.2 -0.1
H -5.368 -3.148 -7.130 0.0 -2.2 -0.5
H -3.974 1.768 -4.405 0.4 -0.8 -0.5
H -2.290 0.981 -4.576 -0.6 0.1 -0.2
H -3.175 1.026 -3.080 -0.3 -0.9 -0.3
H -3.605 -4.160 -2.304 -0.2 -0.1 0.5
H -2.599 -4.028 -3.738 -0.3 -0.4 0.1
H -4.325 -4.522 -3.919 0.2 0.1 0.2
C 4.772 3.887 1.013 -0.5 -0.8 -0.6
O 3.982 4.381 2.082 -1.1 0.3 -0.2
P 2.480 4.942 1.802 0.1 -2.1 1.2
O 1.543 4.163 0.960 0.9 0.8 0.0
O 1.937 4.879 3.271 0.3 1.5 1.1
C 2.626 5.341 4.496 0.2 0.5 0.2
O 2.726 6.418 1.412 -0.2 1.7 -1.4
C 1.814 7.131 0.481 0.6 1.2 1.2
H 4.779 2.782 0.972 0.0 0.5 0.3
H 5.762 4.262 1.057 1.0 0.3 0.5
H 4.394 4.231 0.072 -0.4 0.1 -0.7
H 3.461 4.627 4.607 -0.6 0.4 0.6
H 1.810 5.279 5.253 1.0 -0.2 -0.4
H 3.088 6.418 4.603 -1.2 -1.8 -1.2
H 1.121 6.414 0.103 -0.5 -0.1 -0.2
H 2.379 7.615 -0.333 0.1 -0.6 0.4
H 1.323 7.970 1.047 0.3 -1.1 -0.4
C -0.224 4.544 -1.541 1.1 -0.2 0.5
O -1.597 4.849 -1.427 -1.4 0.2 -0.5
P -2.366 6.117 -2.047 0.1 0.7 1.9
O -3.837 6.035 -1.842 1.6 -0.1 -0.3
O -1.683 7.425 -1.376 -0.1 -1.8 -0.1
C -1.942 7.392 0.071 -1.2 1.9 -1.5
O -1.835 6.237 -3.503 0.1 0.6 0.2
C -2.507 5.407 -4.430 0.1 0.0 -0.7
H 0.216 4.518 -2.535 -0.8 0.3 -0.3
H -0.054 3.532 -1.124 -0.3 0.8 0.0
H 0.344 5.291 -0.991 0.0 -0.3 0.2
H -3.020 7.519 0.151 0.0 -0.1 0.5
H -1.469 8.280 0.435 0.4 0.3 0.4
H -1.635 6.513 0.552 0.6 -1.2 0.5
H -2.239 4.377 -4.270 0.4 -0.5 -0.2
H -2.199 5.834 -5.362 0.1 -0.4 -0.8
H -3.572 5.468 -4.356 -0.8 0.3 0.2
C -0.678 1.593 1.694 -0.9 -1.3 1.5
O 0.086 0.383 1.802 1.0 -0.2 -1.4
P 0.701 -0.234 0.434 -1.7 -2.7 1.9
O 1.460 -1.465 0.764 -0.4 0.8 -0.2
O -0.620 -0.423 -0.412 0.1 -0.1 -1.3
C -0.776 -0.503 -1.899 1.5 2.6 0.3
O 1.478 0.842 -0.290 1.3 1.8 -1.5
C 2.621 1.483 0.323 0.4 -0.5 0.4
H -1.718 1.294 1.547 -0.2 0.2 0.6
H -0.481 2.204 0.879 1.1 1.0 -1.7
H -0.443 2.124 2.610 -0.5 0.3 0.1
H -0.789 0.574 -2.294 -0.6 -1.5 0.7
H -1.662 -1.072 -2.091 -0.4 -0.2 -0.1
H 0.110 -0.891 -2.420 -0.2 -0.5 0.6
H 3.312 1.803 -0.466 -0.5 0.0 0.2
H 3.169 0.797 0.987 -0.2 -0.2 -0.4
H 2.211 2.264 0.945 0.3 0.4 -0.3

---

# 2
8
Properties=species:S:1:pos:R:3:forces:R:3 method="wB97M-V/def2-TZVPD" gap_ev=9.21 spin_multiplicity=1 relative_energy_ev=2.772
C 0.596 -0.546 -0.276 -1.3 -0.6 2.6
C -0.522 0.414 0.314 3.4 2.1 -2.9
I -2.445 0.080 -0.245 -1.0 -0.1 -0.4
H 0.772 -0.582 -1.318 0.1 0.6 -0.9
H 1.420 -0.308 0.347 1.5 1.0 -0.2
H 0.587 -1.618 0.052 -1.3 0.5 -0.3
H 0.032 2.025 -0.235 -1.4 -3.7 1.3
H -0.439 0.537 1.361 0.1 0.1 0.8

---

# 3
23
Properties=species:S:1:pos:R:3:forces:R:3 method="wB97M-V/def2-TZVPD" total_charge=+2 gap_ev=9.76 spin_multiplicity=1 relative_energy_ev=2.340
C -1.833 1.178 -1.839 -2.5 0.3 1.7
C -0.603 0.599 -1.170 1.1 0.7 -1.8
C -0.801 -0.098 0.208 -1.2 -0.1 -2.0
C 0.370 -0.906 0.696 -1.1 3.3 1.9
C 1.136 -0.296 1.666 0.5 -1.9 -1.5
N 2.203 -0.872 2.251 0.2 0.6 1.2
N 0.327 -2.359 0.490 1.1 1.2 0.6
N 0.358 1.854 -1.005 -0.9 -1.5 -0.3
H -2.693 0.496 -1.725 0.4 -0.1 0.4
H -2.007 1.413 -2.889 1.5 0.1 -0.2
H -2.160 2.076 -1.244 0.2 -0.6 -0.6
H 0.002 0.066 -1.923 -0.4 -0.6 0.5
H -1.703 -0.746 0.106 0.5 0.4 -0.1
H -1.200 0.735 0.804 0.5 -0.5 0.8
H 0.977 0.766 1.841 0.1 -0.3 0.2
H 2.349 -1.866 2.337 -0.1 0.0 -0.3
H 2.650 -0.381 3.021 -0.1 0.0 -0.3
H -0.565 -2.609 0.045 0.4 -0.4 0.0
H 1.164 -2.510 -0.084 -0.5 -1.1 -0.2
H 0.446 -2.793 1.420 -0.3 -0.5 -0.6
H 1.285 1.503 -0.756 0.1 0.5 0.1
H -0.056 2.471 -0.307 0.4 0.4 -0.1
H 0.355 2.280 -1.943 0.3 0.3 0.5

---

# 4
15
Properties=species:S:1:pos:R:3:forces:R:3 method="wB97M-V/def2-TZVPD" total_charge=+1 gap_ev=10.19 spin_multiplicity=1 relative_energy_ev=2.937
C 2.521 -0.685 0.517 0.5 2.8 1.2
C -2.092 -0.276 -0.361 -3.4 -0.8 -1.4
C 0.217 -0.476 -0.397 1.9 -1.2 0.4
N 1.369 -0.881 0.100 -0.9 -0.1 -0.3
N -0.902 -0.756 0.165 2.1 -0.8 3.0
O 0.151 1.773 0.047 -0.1 -2.3 -0.5
H 3.056 -1.542 0.803 1.2 -1.1 0.0
H 3.017 0.349 0.807 -1.2 -1.8 -0.8
H -2.557 -1.077 -0.943 0.0 -0.1 -0.2
H -2.947 -0.022 0.289 1.1 0.4 0.4
H -1.878 0.484 -1.083 -0.1 0.8 -0.1
H 0.229 -0.243 -1.405 0.0 0.9 -1.9
H -0.425 2.485 -0.064 -1.2 2.0 -0.2
H -0.706 -1.182 1.084 -1.3 0.3 -0.4
H 0.948 2.049 0.440 1.4 1.0 0.7

---

# 5
42
Properties=species:S:1:pos:R:3:forces:R:3 method="wB97M-V/def2-TZVPD" gap_ev=10.45 spin_multiplicity=1 relative_energy_ev=1.558
O 1.237 1.218 2.828 0.0 -0.1 0.0
H 0.670 0.994 3.573 0.0 0.0 -0.1
H 1.073 0.519 2.172 0.0 0.2 0.1
O 0.295 -0.129 0.455 -0.2 0.3 -0.3
H -0.432 -0.760 0.358 0.2 -0.1 0.1
H 0.060 0.620 -0.124 0.1 -0.3 -0.1
O 0.077 1.102 -2.571 0.1 -0.3 0.1
H 0.888 0.594 -2.409 0.0 0.4 -0.2
H 0.225 1.949 -2.131 -0.2 -0.1 0.0
O -1.970 1.192 1.991 0.0 0.0 -0.3
H -1.188 1.247 1.418 -0.1 -0.2 0.4
H -2.636 1.740 1.557 0.0 0.0 0.3
C -2.248 -4.733 0.034 -0.2 -1.2 0.9
C -1.489 -3.459 -0.157 0.5 0.2 -1.0
O -0.617 -3.189 0.932 -0.8 0.5 0.1
O -3.076 -4.738 1.213 0.2 0.3 -0.3
H -1.493 -5.509 0.202 -0.1 0.0 0.1
H -2.860 -5.083 -0.800 0.2 0.5 -0.4
H -2.141 -2.614 -0.421 -0.1 0.0 0.4
H -0.832 -3.586 -1.024 0.0 -0.1 0.0
H -1.199 -2.908 1.654 0.3 -0.2 0.1
H -3.921 -4.353 0.956 0.0 0.0 0.2
C 3.380 -0.905 -2.318 0.9 -1.4 0.1
C 3.039 -1.894 -1.222 -0.9 0.1 0.6
O 1.755 -2.493 -1.395 0.1 0.0 -0.4
O 2.867 0.379 -2.078 -0.4 0.4 -0.2
H 2.976 -1.331 -3.239 -0.1 0.4 -0.1
H 4.469 -0.943 -2.420 0.0 0.5 -0.1
H 3.034 -1.387 -0.250 0.3 0.1 0.0
H 3.752 -2.711 -1.172 0.1 -0.1 -0.2
H 1.105 -1.783 -1.438 0.0 0.0 0.2
H 3.550 0.992 -1.802 0.1 -0.1 0.1
C -0.976 4.898 0.832 0.9 0.5 0.8
C -0.064 3.720 0.546 -0.6 0.0 -1.1
O -0.725 2.858 -0.428 0.1 0.2 0.9
O -2.110 4.482 1.571 -0.4 -0.3 -0.4
H -1.267 5.405 -0.088 -0.2 -0.3 -0.2
H -0.413 5.649 1.401 0.0 -0.1 0.0
H 0.178 3.123 1.427 0.2 0.3 0.1
H 0.825 4.080 0.028 0.2 -0.1 0.3
H -1.603 2.752 -0.038 -0.1 -0.2 -0.5
H -2.196 4.994 2.375 0.0 0.0 0.1

---

# 6
18
Properties=species:S:1:pos:R:3:forces:R:3 method="wB97M-V/def2-TZVPD" gap_ev=10.54 spin_multiplicity=1 relative_energy_ev=1.331
O -0.470 -0.981 -2.466 0.1 0.2 -0.2
H -0.480 -0.917 -1.493 0.2 0.1 -0.3
H 0.267 -0.420 -2.754 -0.4 -0.3 0.2
O -0.513 -0.459 0.209 1.3 -0.5 0.3
H -1.364 -0.220 0.520 -1.5 0.3 0.3
H 0.080 -0.255 0.973 -0.4 0.2 -0.5
O -3.437 0.812 -1.548 0.3 0.3 0.2
H -3.118 0.132 -2.151 0.2 0.0 0.0
H -2.667 1.383 -1.390 -0.3 -0.3 -0.2
O 1.251 2.194 0.073 -0.4 0.8 1.3
H 0.950 2.853 0.740 -0.1 -0.7 -0.6
H 1.997 2.666 -0.286 0.6 0.0 -0.6
O 0.937 0.328 2.333 1.0 -0.7 0.1
H 1.500 0.891 1.766 -0.2 -0.3 0.1
H 1.480 -0.464 2.557 -0.5 1.0 -0.1
O 1.240 -2.734 0.705 -0.3 -0.5 -0.8
H 0.434 -2.213 0.840 0.5 0.0 0.2
H 1.911 -2.602 1.366 -0.1 0.3 0.5

---

no.,E_tot (Eh),HOMO energy (eV),F_max (Eh/bohr)
1,-7066.83402,-8.9,0.095
2,-376.77117,-9.1,0.096
3,-363.12814,-16.7,0.077
4,-304.14243,-14.3,0.074
5,-996.54197,-10.0,0.031
6,-458.62355,-10.6,0.030